Entry 1:
Entry from the OMol25 dataset: a molecular structure, ClHg2O8S (ωB97M-V/def2-TZVPD).

Positions of all 12 atoms, in Å:
Hg: 0.769 -2.191 -1.328
Hg: 0.722 -1.476 2.414
Cl: 1.389 1.374 -0.058
S: -1.633 -0.688 -0.130
O: 1.353 0.443 -1.161
O: -1.433 -1.062 -1.594
O: -1.913 0.714 0.337
O: -2.859 -1.306 0.269
O: 0.294 2.272 -0.431
O: -0.417 -1.276 0.433
O: 2.508 2.323 -0.035
O: 1.219 0.873 1.285

Force components x, y, z for each atom (eV/Å):
-0.71 1.46 -0.16
0.00 0.74 -0.20
0.22 6.68 -0.78
-4.06 2.52 -2.80
1.04 -2.53 0.34
0.74 0.72 0.98
1.98 -1.36 -1.19
-0.83 -1.08 0.75
-0.84 -0.83 1.11
3.14 -1.89 2.27
-0.48 -2.76 -0.34
-0.21 -1.68 0.02

Orbital gap, Ha: 0.1302
Spin multiplicity: 1
Charge: +1



Entry 2:
Entry from the OMol25 dataset: a molecular structure, C13H21ClGdIN4O (ωB97M-V/def2-TZVPD).

Positions of all 42 atoms, in Å:
Gd: -1.889 0.325 -1.328
I: -2.034 2.321 -3.214
Cl: -3.893 -1.185 0.791
O: 0.747 0.667 -1.849
N: -1.654 1.922 0.550
N: 0.363 -2.034 -0.455
N: 0.440 2.221 1.090
N: 1.531 -1.205 1.190
C: -0.078 -2.303 -1.801
C: 1.342 -2.558 1.446
C: -2.194 -1.051 0.613
C: -1.608 2.619 1.754
C: 0.878 -0.865 0.026
C: -0.309 1.545 0.207
C: 1.128 -1.624 -3.585
C: 1.871 2.403 1.061
C: -0.322 2.847 2.036
C: 0.454 0.372 -0.632
C: 2.671 -0.518 1.773
C: -3.065 2.007 0.039
C: 0.581 -3.063 0.457
H: -1.791 -0.547 1.499
H: 2.375 0.013 2.681
H: -3.763 1.344 0.569
H: -2.494 3.047 2.190
H: 2.342 1.942 1.924
H: 3.413 -1.274 2.037
H: -1.173 -2.496 -1.877
H: 1.894 -3.052 2.242
H: -1.782 -2.049 0.528
H: 0.260 -4.088 0.331
H: -3.418 3.033 0.227
H: 0.821 -2.477 -4.189
H: 0.452 -3.186 -2.183
H: 2.119 3.463 1.113
H: 1.190 -0.778 -4.292
H: 0.079 3.423 2.837
H: 0.327 -1.376 -2.610
H: 3.091 0.159 1.036
H: 2.141 -1.911 -3.291
H: 2.250 1.988 0.140
H: -3.294 1.983 -1.079

Force components x, y, z for each atom (eV/Å):
1.61 -4.33 -1.92
-0.41 2.42 -2.45
-2.80 -0.47 0.51
-0.63 0.03 -0.91
-2.52 0.28 1.10
-0.08 -3.31 0.37
1.71 1.82 2.50
0.34 0.46 0.85
-3.27 -0.77 3.05
0.26 -0.52 0.53
1.97 0.12 0.58
0.22 0.38 0.10
-1.30 1.33 -1.31
1.58 -1.88 -2.99
1.92 1.79 -3.77
-0.42 0.37 -0.03
-0.01 0.00 0.33
-0.41 0.97 3.26
-0.70 -0.41 -0.25
-0.72 1.49 -0.47
0.99 0.69 -0.19
-0.03 -0.26 0.11
0.17 0.16 -0.01
0.52 -0.20 -0.01
0.04 -0.19 0.19
0.05 -0.10 0.01
0.13 0.00 0.02
0.20 -0.17 0.43
-0.42 0.17 -0.02
-0.02 -0.19 0.11
-0.11 0.32 -0.29
0.21 -0.11 0.04
-0.69 -0.43 -0.09
-0.13 0.34 0.17
-0.02 0.34 -0.18
0.39 0.16 -0.24
0.34 0.18 0.36
1.07 -0.81 -1.20
0.03 0.02 0.06
0.31 0.27 0.56
0.13 -0.14 -0.23
0.49 0.18 1.32

Orbital gap (alpha / beta), Ha: 0.1040 / 0.1046
Spin multiplicity: 8
Charge: -2



Short version: energy above the lowest of the compared OMol25 structures with the same formula, charge and spin = 11.2; 145.0 kcal/mol, in the order given.